The following is a DFT calculation (ωB97M-V/def2-TZVPD) of C16H17NO4 in the gas phase.

Properties
orbital gap	8.6	eV
SMILES string	C=CCc1cccc2cc(C(=O)NCCOC)c(=O)oc12
total energy	-26547.772	eV
energy above the lowest of the compared OMol25 structures with the same formula, charge and spin	1.285	eV

Last column: Löwdin charge in e.
Geometry (Å):
C  6.28  2.10  -0.66  0.006
C  5.00  1.79  -0.79  -0.186
C  4.10  1.42  0.35  -0.139
C  3.52  0.04  0.15  -0.139
C  4.34  -1.05  -0.07  -0.012
C  3.83  -2.33  -0.27  -0.065
C  2.47  -2.54  -0.24  -0.017
C  1.60  -1.46  -0.01  -0.131
C  0.19  -1.59  0.03  0.090
C  -0.62  -0.52  0.26  -0.010
C  -2.10  -0.76  0.28  -0.446
O  -2.55  -1.86  0.02  0.055
N  -2.86  0.30  0.63  0.083
C  -4.29  0.24  0.63  -0.147
C  -4.88  0.96  -0.61  -0.214
O  -6.27  1.11  -0.56  -0.188
C  -7.00  -0.09  -0.76  -0.111
C  -0.03  0.80  0.45  -0.376
O  -0.63  1.83  0.66  0.107
O  1.32  0.89  0.40  0.138
C  2.14  -0.17  0.18  -0.125
H  6.89  2.36  -1.51  0.052
H  6.76  2.11  0.30  0.058
H  4.53  1.78  -1.77  0.110
H  4.66  1.44  1.28  0.127
H  3.28  2.14  0.42  0.120
H  5.41  -0.89  -0.10  0.120
H  4.50  -3.15  -0.44  0.106
H  2.05  -3.52  -0.38  0.118
H  -0.27  -2.56  -0.11  0.137
H  -2.40  1.20  0.76  0.115
H  -4.68  0.72  1.53  0.132
H  -4.57  -0.81  0.63  0.115
H  -4.57  0.41  -1.51  0.128
H  -4.48  1.98  -0.65  0.127
H  -8.04  0.21  -0.86  0.088
H  -6.90  -0.77  0.09  0.084
H  -6.67  -0.60  -1.67  0.091